{"formula": "C51H80N5P2PdSSbSi5", "method": "ωB97M-V/def2-TZVPD", "lumo_energy_ha": [-0.0346, -0.0342], "de_lowest_ev": 0.732, "gap_ev": [6.20, 6.21], "homo_energy_ev": [-7.141, -7.144], "symbols": ["Sb", "Pd", "S", "P", "P", "Si", "Si", "Si", "Si", "Si", "N", "N", "N", "N", "N", "C", "C", "C", "C", "C", "C", "C", "C", "C", "C", "C", "C", "C", "C", "C", "C", "C", "C", "C", "C", "C", "C", "C", "C", "C", "C", "C", "C", "C", "C", "C", "C", "C", "C", "C", "C", "C", "C", "C", "C", "C", "C", "C", "C", "C", "C", "C", "C", "C", "C", "C", "H", "H", "H", "H", "H", "H", "H", "H", "H", "H", "H", "H", "H", "H", "H", "H", "H", "H", "H", "H", "H", "H", "H", "H", "H", "H", "H", "H", "H", "H", "H", "H", "H", "H", "H", "H", "H", "H", "H", "H", "H", "H", "H", "H", "H", "H", "H", "H", "H", "H", "H", "H", "H", "H", "H", "H", "H", "H", "H", "H", "H", "H", "H", "H", "H", "H", "H", "H", "H", "H", "H", "H", "H", "H", "H", "H", "H", "H", "H", "H"], "positions_angstrom": [[0.03925, 3.11068, 0.34771], [-0.40854, 0.20670, 0.19890], [4.09891, -0.41527, 2.85018], [0.30740, -1.64045, -1.88965], [-0.37535, -2.75075, 1.09900], [-2.02570, -1.95312, 3.56059], [0.42365, 0.72112, -3.72492], [0.67136, 3.35653, 2.83505], [1.51753, 4.98274, -0.64714], [-2.03050, 4.61839, 0.51413], [-2.06494, 0.71635, 0.48003], [1.44694, -0.61349, 3.28487], [-1.06976, -1.82543, 2.15598], [2.16933, 0.31774, 1.25734], [0.11617, -0.10947, -2.24602], [3.33221, -4.05273, 2.35076], [2.51761, 3.15927, 3.07543], [-1.40252, -4.12243, 0.46326], [-1.65263, -4.91259, -3.41409], [-2.81638, -4.36132, -3.93447], [1.94494, 6.28518, 0.63453], [0.98995, -3.70398, 1.86448], [2.40712, -0.22396, 2.41777], [1.67069, -5.35846, 3.49299], [4.72797, 1.19507, -1.27421], [3.46913, 1.03957, -0.71611], [-3.44496, -0.73133, 3.44677], [-0.90906, -2.72106, -2.71207], [-2.07969, -2.18278, -3.23827], [-2.99566, 1.15751, -1.78691], [-1.01842, -1.52179, 5.09188], [4.53225, 0.22813, 1.28933], [5.88076, 0.87986, -0.55737], [-2.73211, -3.65654, 3.97011], [-3.57124, -5.08106, -0.01602], [-4.37932, 1.25508, 0.27665], [-2.94525, 4.71892, -1.13452], [-3.10813, 3.93783, 1.89543], [-0.70881, -4.09811, -2.80862], [0.56610, 5.80360, -2.04457], [1.88776, -2.30655, -2.51476], [-0.81032, -5.29690, -0.00636], [-3.02790, -2.99324, -3.84575], [-2.79102, -4.03407, 0.45637], [0.25145, 4.99250, 3.65690], [2.32494, -3.38783, 1.65863], [0.29831, -1.68622, -0.13986], [5.79323, 0.38993, 0.73598], [-0.27968, 2.45564, -3.66646], [0.67304, -4.69907, 2.79415], [3.22025, -3.13471, -4.35848], [3.14425, 4.37277, -1.33349], [2.25846, 0.88646, -4.10459], [-1.58493, -6.35158, -0.46445], [-1.64744, 6.41079, 0.93717], [-0.36277, -0.08509, -5.23287], [4.37272, -3.00941, -3.59087], [3.05161, -2.16967, -1.76682], [-0.33793, 2.04731, 3.72420], [1.98936, -2.78450, -3.82534], [3.36356, 0.55499, 0.58233], [-3.55385, -0.95860, -0.50472], [-2.96906, -6.24378, -0.47483], [-3.19760, 0.52878, -0.41064], [3.00738, -5.03837, 3.26892], [4.28663, -2.52414, -2.29491], [-4.19963, 2.32965, 0.33199], [-0.52507, 1.16098, 3.11929], [0.75660, 5.85784, 3.22382], [-0.81995, 5.19070, 3.69864], [-0.36445, -4.96463, 2.97017], [-2.86153, 2.23763, -1.70322], [-2.69066, -1.54771, -0.80440], [-4.36453, -1.13177, -1.22178], [0.26826, -5.39855, -0.00397], [-3.57717, -7.06688, -0.83439], [3.02000, 3.74387, -2.21906], [-1.10574, -7.25883, -0.81496], [-1.34877, 2.47382, -3.90276], [-3.26845, -3.14561, 0.84886], [-3.74856, -0.39499, 4.44447], [2.39628, 1.11849, -5.16735], [-1.48166, -5.98049, -3.47879], [-4.15390, 4.22172, 1.73125], [-0.48692, 5.98264, -1.81465], [-3.17707, 5.77184, -1.32759], [2.52724, 5.87699, 1.46577], [4.36836, -3.78865, 2.17125], [-1.63803, -1.66626, 5.98447], [-3.89115, 4.17102, -1.12567], [-2.79475, 4.37874, 2.84587], [1.08240, 6.81686, 1.04160], [-0.66145, -0.48435, 5.09889], [6.68751, 0.13407, 1.29282], [-1.31042, 2.47099, 3.99473], [1.40838, -6.12650, 4.21160], [-1.45343, -0.11894, -5.16039], [-4.54539, 0.86998, 1.28421], [3.73026, 5.25348, -1.62400], [1.02834, 6.77457, -2.25992], [2.69969, 1.71021, -3.53567], [-2.35874, 4.35366, -1.98016], [-0.11164, 0.53445, -6.10300], [-1.98250, -4.26940, 4.48125], [5.33471, -3.28320, -4.00966], [-1.18991, 6.95132, 0.10412], [-3.55946, -3.51484, 4.67759], [5.17962, -2.40216, -1.69303], [0.23752, 3.07230, -4.41064], [0.19575, -4.54250, -2.41178], [3.72265, 3.80949, -0.59766], [-3.87552, 0.96505, -2.40887], [2.82126, -0.02346, -3.87810], [-3.12245, 0.14018, 2.86980], [2.56349, 1.24854, -1.27175], [-4.32657, -1.15670, 2.95593], [2.57122, -2.59893, 0.96060], [-0.15500, -2.19180, 5.18879], [3.05149, 4.00307, 2.62558], [0.60783, 5.20256, -2.95503], [2.57841, 7.01901, 0.11991], [-3.55538, -4.99890, -4.40590], [-4.65176, -4.99255, -0.00931], [-3.87948, -1.30900, 0.47616], [1.72378, -1.19306, 4.05851], [-2.24933, -1.11314, -3.17834], [4.81940, 1.55743, -2.29025], [3.78806, -5.55798, 3.81268], [0.54113, -0.84983, 2.87537], [-3.93093, -2.55230, -4.25185], [-0.00964, -1.09920, -5.43850], [6.85328, 1.01244, -1.01531], [1.10230, -2.88550, -4.43670], [2.92913, 2.24325, 2.65516], [0.16707, 1.73009, 4.64323], [-0.14655, 2.92224, -2.68777], [0.60439, 4.88962, 4.69211], [-3.05255, 2.85263, 1.98436], [-2.62865, 6.87038, 1.12208], [2.99124, -1.74260, -0.77730], [-1.04154, 6.56193, 1.82753], [3.28191, -3.50235, -5.37555], [2.73081, 3.17494, 4.15122], [-2.11640, 0.74438, -2.26500], [-3.11920, -4.23036, 3.12761], [-5.28862, 1.08923, -0.30695]], "atomic_forces_ev_per_a": [[0.20, 0.30, 0.21], [1.40, -0.12, -1.04], [0.07, 0.00, -0.03], [0.24, -0.33, 0.66], [0.51, 0.33, -0.32], [0.10, -0.12, -0.08], [0.05, -0.25, 0.14], [-0.06, -0.13, 0.00], [-0.07, -0.03, -0.04], [0.01, -0.04, 0.00], [-0.87, -0.21, 0.09], [0.35, 0.17, -0.12], [-0.29, -0.45, 0.42], [0.19, -0.13, 0.10], [0.01, 0.30, -0.28], [0.00, 0.01, 0.01], [0.13, 0.07, -0.01], [0.01, -0.15, -0.02], [-0.03, 0.04, -0.05], [0.02, -0.01, 0.00], [0.07, 0.10, 0.04], [0.00, -0.02, 0.08], [-0.27, 0.03, -0.11], [0.01, 0.01, -0.01], [-0.08, -0.02, -0.02], [0.03, -0.02, -0.01], [-0.04, 0.07, 0.05], [-0.05, -0.05, -0.06], [-0.02, 0.17, -0.04], [0.15, 0.11, -0.06], [0.05, 0.13, 0.12], [-0.03, 0.00, 0.02], [0.03, 0.02, -0.02], [-0.06, 0.01, 0.15], [0.01, 0.00, -0.01], [-0.01, -0.02, -0.16], [-0.10, 0.04, -0.07], [-0.02, 0.14, 0.10], [0.00, 0.02, -0.03], [-0.03, 0.10, -0.04], [-0.02, 0.00, -0.24], [-0.03, -0.03, 0.08], [-0.02, 0.00, 0.01], [-0.04, 0.07, 0.03], [0.04, 0.04, 0.11], [0.01, 0.04, -0.07], [-1.24, 0.06, 0.06], [0.05, -0.02, 0.04], [-0.09, 0.11, -0.02], [-0.02, -0.03, 0.00], [0.02, 0.01, 0.03], [0.10, -0.01, -0.01], [0.06, 0.06, -0.04], [-0.02, 0.00, 0.07], [-0.15, 0.10, -0.05], [-0.03, 0.04, -0.11], [0.00, -0.01, -0.04], [0.02, 0.06, 0.00], [-0.04, 0.08, 0.09], [0.04, -0.05, 0.06], [-0.07, -0.01, 0.15], [0.00, -0.01, -0.01], [0.00, -0.03, 0.01], [-0.44, 0.24, 0.41], [-0.01, 0.00, 0.01], [-0.02, 0.05, 0.03], [-0.05, -0.20, -0.07], [0.02, 0.00, -0.04], [-0.02, -0.08, -0.01], [0.02, 0.00, -0.03], [0.03, 0.03, -0.02], [0.00, -0.16, 0.02], [0.04, 0.01, -0.03], [0.05, 0.08, 0.06], [0.03, 0.02, 0.03], [0.04, 0.05, 0.02], [-0.03, 0.01, 0.07], [-0.02, 0.04, 0.01], [0.08, -0.01, 0.04], [0.06, -0.10, -0.01], [-0.02, -0.03, -0.09], [0.00, -0.02, 0.09], [0.00, 0.04, 0.01], [0.06, -0.03, 0.04], [0.10, -0.01, 0.00], [-0.02, -0.06, 0.00], [-0.07, 0.03, -0.09], [-0.04, -0.02, 0.02], [0.05, 0.03, -0.05], [0.07, 0.02, 0.02], [0.00, -0.04, -0.02], [0.07, -0.10, -0.06], [-0.05, -0.18, -0.02], [-0.06, 0.01, -0.02], [0.03, -0.02, 0.00], [0.01, 0.03, -0.03], [0.06, 0.00, 0.00], [0.03, 0.04, -0.04], [-0.02, -0.08, -0.02], [-0.03, -0.07, -0.01], [0.03, -0.03, 0.01], [0.01, 0.03, 0.05], [-0.03, -0.07, 0.03], [-0.03, 0.02, -0.05], [-0.05, 0.01, 0.03], [-0.02, -0.06, 0.08], [0.07, -0.03, -0.05], [-0.02, 0.00, -0.02], [-0.06, -0.01, 0.05], [0.02, 0.03, -0.04], [-0.04, 0.05, -0.04], [0.03, 0.01, 0.06], [-0.02, 0.05, -0.01], [0.01, -0.01, 0.06], [-0.03, 0.02, -0.05], [0.06, 0.01, 0.00], [0.00, -0.03, -0.02], [-0.06, 0.05, -0.02], [-0.04, -0.07, 0.04], [0.00, 0.00, 0.03], [-0.04, -0.01, 0.08], [0.03, 0.03, 0.01], [0.05, 0.00, 0.00], [0.02, 0.07, -0.04], [0.02, -0.05, 0.01], [0.06, -0.14, 0.00], [-0.02, 0.00, -0.01], [-0.03, 0.03, -0.03], [-0.19, -0.08, -0.04], [0.03, -0.02, 0.01], [0.00, 0.06, 0.05], [-0.03, -0.01, 0.01], [-0.03, -0.01, 0.00], [-0.05, 0.08, 0.03], [-0.05, 0.04, -0.07], [0.02, -0.02, 0.00], [-0.05, 0.06, -0.07], [0.05, 0.08, 0.02], [0.11, 0.02, -0.01], [-0.02, -0.02, 0.06], [0.00, -0.07, 0.02], [-0.01, 0.01, 0.02], [0.00, -0.02, -0.08], [0.14, -0.06, -0.09], [0.02, 0.06, -0.05], [0.01, -0.02, 0.00]], "lowdin_charge": [0.894, 0.817, 1.076, 0.671, 0.680, 0.299, 0.309, 0.303, 0.296, 0.308, -0.087, 0.129, -0.289, 0.054, -0.284, -0.087, -0.202, -0.276, -0.082, -0.077, -0.217, -0.287, -0.716, -0.077, -0.093, -0.055, -0.181, -0.283, -0.107, -0.049, -0.185, -0.473, -0.093, -0.178, -0.066, -0.049, -0.228, -0.231, -0.104, -0.216, -0.279, -0.108, -0.071, -0.098, -0.217, -0.099, -0.465, -0.094, -0.184, -0.088, -0.077, -0.219, -0.161, -0.094, -0.222, -0.174, -0.082, -0.086, -0.236, -0.098, -0.339, -0.053, -0.086, -0.681, -0.086, -0.069, 0.037, -0.019, 0.014, 0.012, 0.097, 0.045, 0.044, 0.097, 0.112, 0.105, 0.017, 0.108, 0.030, 0.073, 0.032, 0.037, 0.107, 0.041, -0.002, 0.034, 0.015, 0.100, 0.033, 0.024, 0.020, 0.009, 0.005, 0.107, 0.030, 0.104, 0.022, 0.068, 0.040, 0.040, 0.000, 0.008, 0.033, 0.018, 0.103, 0.022, 0.032, 0.105, 0.038, 0.108, 0.022, 0.100, 0.019, -0.008, 0.081, 0.025, 0.064, 0.022, 0.021, 0.017, 0.038, 0.103, 0.107, 0.060, 0.093, 0.074, 0.102, 0.101, 0.026, 0.106, 0.018, 0.102, 0.096, -0.013, 0.033, -0.032, 0.040, -0.004, 0.043, 0.067, 0.002, 0.104, 0.043, 0.020, 0.010, 0.093]}